DFT (ωB97M-V/def2-TZVPD) results for 2 unconnected molecules or ions with the total composition C4H4O at a distorted geometry.

CARTESIAN COORDINATES (ANGSTROEM)
C -0.3878 0.9007 -0.8963
C -0.1835 -0.1160 1.1157
C 0.6526 0.4930 0.0166
C -0.6228 -0.3649 -0.3123
O -0.6684 1.6203 -1.7709
H 0.1123 -1.0789 1.6827
H -0.7942 0.6096 1.8435
H 1.7731 0.3195 -0.0651
H 0.1187 -2.3833 -1.6139

Results
Lowest unoccupied orbital energy (alpha / beta) (hartree): -0.0616 / -0.0190
Orbital gap (alpha / beta) (eV): 8.40 / 9.03
Electronic energy (eV): -6252.3700
Energy above the lowest of the compared OMol25 structures with the same formula, charge and spin (kcal/mol): 161.6